94
Properties=species:S:1:pos:R:3:lowdin_charge:R:1 method="wB97M-V/def2-TZVPD" charge=+1 fmax_ev_per_a=18.0 orbital_gap_ev="4.91 / 4.90" total_energy_ha=-3188.9635
Pd 0.1886 -0.0354 -0.0237 0.49
C -0.6024 -2.5114 1.1988 -0.36
C -1.1311 -1.1306 1.5945 -0.49
P 0.2463 -0.2132 2.3491 1.01
C -0.0118 1.5326 1.9363 -0.37
C 0.1247 2.5590 2.8835 -0.06
C 0.0368 3.9054 2.5134 -0.11
C -0.1717 4.2524 1.1825 -0.05
C -0.2905 3.2534 0.2222 -0.21
C -0.2055 1.9082 0.5960 -0.82
C -0.0593 -0.3508 4.1260 -0.37
C 0.9909 -0.7869 4.9488 -0.09
C 0.8206 -0.9010 6.3303 -0.08
C -0.4051 -0.5828 6.9086 -0.08
C -1.4585 -0.1500 6.1062 -0.07
C -1.2864 -0.0338 4.7239 -0.09
P 0.9182 -2.2808 0.1632 1.04
C 2.3141 -2.5574 1.3230 -0.35
C 2.3562 -3.6134 2.2439 -0.08
C 3.4461 -3.7642 3.1063 -0.07
C 4.5099 -2.8660 3.0559 -0.08
C 4.4889 -1.8180 2.1400 -0.05
C 3.4007 -1.6670 1.2779 -0.17
C 0.9953 -3.8316 -0.8282 -0.34
C -0.1568 -4.4072 -1.3839 -0.13
C -0.0900 -5.5812 -2.1438 -0.07
C 1.1385 -6.1894 -2.3853 -0.07
C 2.2985 -5.6148 -1.8819 -0.07
C 2.2283 -4.4431 -1.1216 -0.07
H -1.4005 -3.0098 0.6427 0.08
H -0.4115 -3.1288 2.0826 0.09
H -1.9960 -1.2406 2.2558 0.11
H -1.5015 -0.6232 0.6963 -0.09
H 0.3329 2.3324 3.9268 0.11
H 0.1543 4.6802 3.2664 0.10
H -0.2213 5.2982 0.8922 0.12
H -0.4268 3.5166 -0.8234 0.01
H -0.2557 1.1564 -0.1889 -0.26
H 1.9594 -1.0381 4.5180 0.10
H 1.6479 -1.2352 6.9506 0.11
H -0.5378 -0.6686 7.9838 0.11
H -2.4147 0.1038 6.5560 0.11
H -2.1190 0.3234 4.1222 0.11
H 1.5478 -4.3376 2.2958 0.11
H 3.4631 -4.5866 3.8167 0.11
H 5.3558 -2.9838 3.7278 0.11
H 5.3154 -1.1138 2.0954 0.11
H 3.4017 -0.8360 0.5746 -0.02
H -1.1334 -3.9498 -1.2535 0.10
H -0.9983 -6.0136 -2.5535 0.11
H 1.1914 -7.0996 -2.9765 0.11
H 3.2655 -6.0706 -2.0811 0.11
H 3.1623 -4.0160 -0.7638 0.11
H 0.7114 1.5736 -0.0237 0.11
C 2.2780 -0.0354 -0.0237 -0.27
H 2.6478 0.0602 1.0179 0.04
H 2.6478 0.8188 -0.6272 0.03
H 2.6478 -0.9852 -0.4617 0.02
S -1.7266 1.3566 -0.0237 0.79
Sb -1.6599 1.7760 -2.0149 1.51
C 0.1531 2.8956 -2.2370 -0.35
C 1.3821 2.3376 -1.8651 -0.15
C 2.5607 3.0756 -2.0140 -0.03
C 2.5133 4.3726 -2.5349 -0.04
C 1.2868 4.9318 -2.9065 -0.04
C 0.1079 4.1944 -2.7577 -0.10
C -3.3362 3.0897 -2.3279 -0.31
C -3.3971 4.2738 -1.5813 -0.11
C -4.4650 5.1603 -1.7498 -0.05
C -5.4783 4.8668 -2.6664 -0.05
C -5.4225 3.6870 -3.4136 -0.06
C -4.3540 2.8000 -3.2452 -0.11
C -1.4997 -0.1467 -2.9744 -0.30
C -0.4385 -0.9904 -2.6200 -0.15
C -0.3019 -2.2450 -3.2221 -0.07
C -1.2262 -2.6634 -4.1827 -0.05
C -2.2870 -1.8268 -4.5400 -0.06
C -2.4239 -0.5720 -3.9374 -0.11
H 1.4266 1.3374 -1.4592 0.02
H 3.5099 2.6430 -1.7254 0.11
H 3.4256 4.9434 -2.6500 0.11
H 1.2498 5.9356 -3.3098 0.11
H -0.8375 4.6322 -3.0485 0.10
H -2.6153 4.5070 -0.8701 0.09
H -4.5068 6.0736 -1.1706 0.11
H -6.3053 5.5526 -2.7975 0.11
H -6.2071 3.4598 -4.1238 0.11
H -4.3282 1.8980 -3.8297 0.08
H 0.2800 -0.6780 -1.8759 0.01
H 0.5196 -2.8924 -2.9435 0.09
H -1.1209 -3.6344 -4.6492 0.11
H -3.0032 -2.1505 -5.2843 0.11
H -3.2455 0.0579 -4.2271 0.08
H -1.1799 -1.0301 -0.0237 0.06

107
Properties=species:S:1:pos:R:3:lowdin_charge:R:1 method="wB97M-V/def2-TZVPD" charge=+2 fmax_ev_per_a=0.6 orbital_gap_ev="7.57 / 4.32" spin_multiplicity=2 total_energy_ha=-4800.1138 e_above_lowest_ev=0.000
Mg -0.0470 -1.2628 0.0391 0.59
F -0.6011 -0.0644 -1.4425 -0.23
P -2.1301 -0.8154 -1.7495 0.24
F -2.3859 -0.5882 -0.1543 -0.14
F -1.3177 -2.2136 -1.2679 -0.18
F -3.4672 -1.6059 -1.9212 -0.05
F -1.6467 -1.0848 -3.2331 -0.09
F -2.7304 0.5933 -2.1029 -0.07
C -1.8168 -2.1498 5.2100 0.00
C -1.5290 -2.5435 3.8014 -0.28
C -1.7331 -3.7208 3.1210 0.04
C -1.2420 -3.5124 1.8227 -0.29
N -0.7577 -2.2740 1.7069 0.01
N -0.9378 -1.7101 2.9280 0.05
C -1.2049 -4.5013 0.7017 0.00
H -2.3104 -2.9673 5.7283 0.09
H -2.4724 -1.2785 5.2531 0.08
H -0.8969 -1.9173 5.7482 0.09
H -2.1765 -4.6232 3.5052 0.13
H -0.6744 -0.7502 3.0747 0.12
H -1.5202 -5.4757 1.0678 0.09
H -0.1954 -4.5918 0.2972 0.08
H -1.8730 -4.2113 -0.1075 0.08
C 0.9619 2.2540 2.8159 -0.44
P 0.3494 1.4004 1.2744 1.06
C -1.3958 1.9655 1.3299 -0.41
C -2.1766 2.3969 0.2607 -0.10
C -3.5327 2.6351 0.4262 -0.04
C -4.1421 2.4435 1.6591 -0.04
C -3.3839 2.0210 2.7381 -0.06
C -2.0258 1.7752 2.5717 -0.17
C 1.3706 2.2319 0.0044 -0.39
C 2.7443 2.1469 0.2581 -0.15
C 3.6645 2.7096 -0.6100 -0.08
C 3.2261 3.3402 -1.7665 -0.08
C 1.8710 3.3810 -2.0546 -0.07
C 0.9450 2.8295 -1.1781 -0.08
P 0.0753 3.7938 3.2015 1.18
C 0.1529 4.9335 1.8306 -0.38
C 1.3914 5.2958 1.2952 -0.09
C 1.4400 6.2378 0.2828 -0.05
C 0.2655 6.8105 -0.1931 -0.04
C -0.9641 6.4514 0.3433 -0.05
C -1.0243 5.5140 1.3634 -0.08
C 0.8327 4.5077 4.6244 -0.35
C 1.0918 5.8873 4.6988 -0.05
C 1.6614 6.4104 5.8431 -0.04
C 1.9320 5.5860 6.9311 -0.02
C 1.6377 4.2249 6.8838 -0.05
C 1.0807 3.6873 5.7442 -0.08
H 2.0189 2.5095 2.7320 0.06
H 0.8616 1.5838 3.6720 0.05
H -1.7515 2.5420 -0.7155 0.08
H -4.1182 2.9605 -0.4233 0.12
H -5.2055 2.6057 1.7716 0.12
H -3.8462 1.8657 3.7038 0.12
H -1.4631 1.4194 3.4302 0.08
H 3.1106 1.6233 1.1351 0.11
H 4.7220 2.6399 -0.3925 0.12
H 3.9410 3.7843 -2.4470 0.12
H 1.5219 3.8513 -2.9646 0.12
H -0.0939 2.8728 -1.4482 0.09
H 2.3097 4.8526 1.6624 0.12
H 2.3959 6.5299 -0.1309 0.12
H 0.3114 7.5490 -0.9824 0.12
H -1.8734 6.9052 -0.0264 0.12
H -1.9797 5.2351 1.7926 0.11
H 0.8671 6.5349 3.8616 0.11
H 1.8898 7.4660 5.8932 0.12
H 2.3631 6.0088 7.8287 0.12
H 1.8349 3.5959 7.7406 0.12
H 0.8389 2.6319 5.7149 0.10
Cl 1.3378 0.2847 -4.6874 0.55
C 2.9395 0.2706 -3.9352 -0.94
Cl 2.8449 -0.2138 -2.2330 0.65
H 3.3491 1.2722 -3.9873 0.02
H 3.5615 -0.4452 -4.4584 0.03
C -2.5266 -3.2346 -6.8798 -0.04
O -1.5402 -3.4124 -5.8610 -0.09
C -1.5402 -4.5871 -5.1774 -0.22
C -2.3286 -5.6826 -5.4865 0.00
C -2.2335 -6.8331 -4.7140 -0.05
C -1.3643 -6.8925 -3.6369 -0.06
C -0.5795 -5.7944 -3.3174 -0.01
C -0.6662 -4.6463 -4.0849 -0.12
N -0.0070 -3.4089 -3.8028 0.17
C 0.8430 -3.0400 -2.8931 0.00
C 1.7241 -3.8282 -2.0902 -0.14
C 2.3703 -4.9844 -2.5856 -0.04
C 3.3681 -5.5817 -1.8673 -0.06
C 3.7357 -5.0334 -0.6220 -0.04
C 3.1147 -3.9172 -0.1178 0.00
C 2.0784 -3.2905 -0.8355 -0.38
O 1.4361 -2.2650 -0.3679 -0.19
H -3.5289 -3.3605 -6.4697 0.10
H -2.3627 -3.9372 -7.6969 0.10
H -2.4016 -2.2202 -7.2429 0.10
H -3.0113 -5.6469 -6.3214 0.11
H -2.8487 -7.6878 -4.9602 0.12
H -1.2912 -7.7925 -3.0433 0.11
H 0.0836 -5.8381 -2.4669 0.10
H -0.4118 -2.6544 -4.3534 0.13
H 0.9092 -1.9613 -2.7810 0.07
H 2.0969 -5.3667 -3.5614 0.12
H 3.8819 -6.4484 -2.2570 0.11
H 4.5339 -5.4959 -0.0554 0.12
H 3.3966 -3.4959 0.8384 0.12

114
Properties=species:S:1:pos:R:3:lowdin_charge:R:1 method="wB97M-V/def2-TZVPD" charge=+1 fmax_ev_per_a=1.1 orbital_gap_ev=8.65 total_energy_ha=-4073.0299 e_above_lowest_ev=0.000
Sr -0.7492 0.5379 -0.6388 1.18
C -2.9298 -4.6841 2.7850 0.02
C -2.4602 -3.3259 2.3435 -0.54
O -2.6289 -2.9107 1.2090 0.06
N -1.8001 -2.5676 3.2632 0.07
C -1.4598 -1.1919 2.9697 -0.12
C -2.6684 -0.3376 2.6641 -0.28
C -3.7437 -0.3161 3.5402 0.00
C -4.8651 0.4220 3.2134 -0.03
C -4.8633 1.1457 2.0321 -0.03
C -3.7251 1.1112 1.2478 -0.13
N -2.6469 0.3720 1.5340 0.07
H -2.3993 -5.4409 2.2078 0.09
H -3.9892 -4.7699 2.5503 0.09
H -2.7787 -4.8740 3.8463 0.08
H -1.7907 -2.8771 4.2206 0.14
H -0.7783 -1.1445 2.1179 0.10
H -0.9279 -0.8065 3.8410 0.13
H -3.7037 -0.8879 4.4581 0.12
H -5.7247 0.4416 3.8700 0.12
H -5.7202 1.7336 1.7341 0.09
H -3.6610 1.7211 0.3531 0.09
N -0.8154 -2.9946 -1.6502 -0.11
P 0.7167 -2.1668 -1.5879 1.02
C 1.4494 -2.6426 -3.1806 -0.37
C 1.7805 -1.6191 -4.0617 -0.12
C 2.2960 -1.9059 -5.3192 -0.07
C 2.4858 -3.2251 -5.6981 -0.07
C 2.1574 -4.2562 -4.8235 -0.07
C 1.6448 -3.9668 -3.5703 -0.10
C 1.5371 -3.2802 -0.3939 -0.37
C 0.8709 -3.5458 0.8011 -0.10
C 1.4651 -4.3284 1.7792 -0.07
C 2.7313 -4.8601 1.5710 -0.08
C 3.4010 -4.5954 0.3857 -0.07
C 2.8111 -3.8036 -0.5906 -0.11
C -2.0797 -2.4689 -1.8616 -0.39
C -3.0845 -3.3132 -2.3605 -0.01
C -4.3527 -2.8196 -2.5188 -0.05
C -4.6221 -1.4866 -2.1987 -0.05
C -3.5765 -0.7304 -1.7389 -0.16
N -2.3225 -1.1912 -1.5635 -0.05
H -0.7705 -3.9819 -1.8695 0.10
H 1.6151 -0.5927 -3.7653 0.05
H 2.5388 -1.1010 -6.0002 0.11
H 2.8889 -3.4547 -6.6751 0.11
H 2.3085 -5.2853 -5.1188 0.11
H 1.4021 -4.7811 -2.8956 0.11
H -0.1271 -3.1565 0.9493 0.07
H 0.9354 -4.5239 2.7030 0.10
H 3.1943 -5.4753 2.3306 0.11
H 4.3891 -5.0043 0.2185 0.11
H 3.3499 -3.5976 -1.5086 0.10
H -2.8477 -4.3381 -2.6112 0.12
H -5.1360 -3.4597 -2.9027 0.12
H -5.6047 -1.0553 -2.3118 0.11
H -3.7427 0.3141 -1.4957 0.10
C 3.8351 3.1211 -2.7781 0.02
C 2.6380 2.6737 -3.5253 -0.32
N 2.4040 2.8424 -4.7898 0.14
N 1.1661 2.2809 -4.9746 0.04
C 0.6243 1.7684 -3.8650 -0.79
S -0.8699 1.0079 -3.6715 0.59
N 1.5907 2.0060 -2.9302 -0.08
N 1.4605 1.6615 -1.5913 0.03
H 4.5048 3.6366 -3.4610 0.09
H 4.3588 2.2723 -2.3348 0.07
H 3.5464 3.7998 -1.9743 0.09
H 0.7322 2.2918 -5.8827 0.16
H 2.2560 1.0828 -1.3075 0.05
H 1.3353 2.5260 -1.0300 0.05
I 5.5336 -1.6399 2.7935 0.93
C 5.2070 -1.2736 0.7860 -0.73
C 6.1858 -1.5051 -0.1667 -0.12
C 5.8926 -1.2257 -1.4928 -0.04
C 4.6498 -0.7021 -1.8050 -0.15
N 3.7045 -0.4695 -0.8922 0.05
C 3.9804 -0.7745 0.3746 -0.24
H 7.1564 -1.8885 0.1173 0.11
H 6.6220 -1.3989 -2.2710 0.11
H 4.3960 -0.4639 -2.8324 0.11
H 3.1921 -0.6089 1.1001 0.08
F -5.8835 3.8692 -1.3709 0.10
C -5.0365 4.1741 -0.3843 -0.19
C -3.7676 4.5080 -0.6220 0.05
N -2.8842 4.8078 0.3911 0.00
C -1.4907 5.0665 0.0748 -0.03
C -0.6887 3.8144 -0.2465 -0.63
O 0.5317 3.9689 -0.3656 0.00
O -1.3328 2.7263 -0.3894 -0.27
C -3.2346 4.6683 1.7147 -0.47
O -2.4472 4.7616 2.6329 0.08
N -4.5745 4.3927 1.9228 0.22
C -5.5532 4.1067 0.9770 -0.43
O -6.6794 3.8061 1.2969 0.10
H -3.3751 4.5465 -1.6290 0.16
H -1.0315 5.5468 0.9352 0.14
H -1.4368 5.7535 -0.7706 0.14
H -4.8585 4.3343 2.8918 0.17
N 1.8352 4.2645 5.7682 0.18
C 2.5318 3.2899 5.1365 -0.50
O 3.5965 2.8606 5.5234 0.08
C 1.8958 2.7337 3.8889 -0.12
C 2.7191 2.3552 2.8396 0.03
C 2.1391 1.8089 1.7120 -0.13
N 0.8287 1.5772 1.5874 0.04
C 0.0467 1.9578 2.5992 -0.13
C 0.5304 2.5452 3.7574 0.01
H 2.2455 4.6830 6.5865 0.12
H 1.0308 4.6964 5.3505 0.10
H 3.7888 2.4932 2.9073 0.13
H 2.7585 1.5478 0.8619 0.09
H -1.0165 1.8217 2.4632 0.09
H -0.1627 2.8363 4.5352 0.12

102
Properties=species:S:1:pos:R:3:lowdin_charge:R:1 method="wB97M-V/def2-TZVPD" fmax_ev_per_a=4.5 orbital_gap_ev="7.03 / 7.03" spin_multiplicity=2 total_energy_ha=-4221.7668 e_above_lowest_ev=1.941
Yb 0.3845 0.0292 -0.2207 1.44
C -1.4924 -3.6824 1.7325 -0.32
Sb 0.4437 -2.8222 1.8312 1.30
C 1.4413 -4.4907 0.8908 -0.27
C 1.0279 -3.5036 3.8237 -0.31
C 2.5368 -3.3762 4.0258 -0.28
C 3.2964 -4.5755 3.9769 -0.05
C 4.6689 -4.5050 3.9375 -0.08
C 5.3278 -3.2631 3.8746 -0.09
C 4.6158 -2.0931 3.9913 -0.07
C 3.1732 -2.1739 4.1510 -0.32
C 2.5576 -0.8738 4.1124 -0.32
Sb 2.7376 0.0970 2.1492 1.30
C 3.1231 2.0948 2.7956 -0.29
C 4.8813 -0.0269 1.6318 -0.29
H -2.2988 -2.9743 1.9656 0.01
H -1.4594 -4.7088 2.2474 0.04
H -1.5291 -3.8513 0.6354 -0.01
H 0.8517 -5.3995 1.2295 0.04
H 2.4869 -4.5729 1.0974 0.00
H 1.3482 -4.3766 -0.1922 -0.03
H 0.6861 -4.5097 4.0359 0.06
H 0.4107 -2.8965 4.4207 0.02
H 2.8452 -5.5644 3.8583 0.12
H 5.2664 -5.4011 3.9260 0.10
H 6.3910 -3.2156 3.7743 0.10
H 5.1833 -1.0868 4.0797 0.13
H 3.0612 -0.1994 4.6826 0.02
H 1.4559 -0.7832 4.1519 0.05
H 2.3696 2.8332 2.7070 -0.02
H 3.9099 2.3096 2.1399 -0.03
H 3.4267 2.0253 3.8297 0.01
H 5.5084 0.4313 2.4407 0.02
H 4.9479 0.4381 0.6708 -0.02
H 5.2558 -1.0876 1.6714 0.01
C -3.6776 5.5196 -4.5728 -0.10
C -3.8279 5.4419 -3.2172 -0.10
C -3.2444 4.4233 -2.4742 -0.06
C -2.3362 3.5441 -3.1897 -0.36
C -2.1382 3.7397 -4.5231 -0.13
C -2.8125 4.6849 -5.1975 -0.10
P -1.3990 2.3131 -2.2000 1.05
C -1.2008 0.8359 -3.2854 -0.39
C -2.3985 0.1661 -3.5702 -0.13
C -2.4164 -0.9595 -4.3227 -0.09
C -1.2263 -1.3955 -4.9057 -0.06
C -0.0579 -0.7159 -4.6445 -0.08
C 0.0207 0.3660 -3.7573 -0.09
C 0.2622 2.9125 -2.1293 -0.51
C 0.7466 4.0905 -2.6959 -0.05
C 2.1237 4.4266 -2.3650 -0.08
C 2.9861 3.5140 -1.7338 -0.09
C 2.4364 2.2684 -1.2978 -0.18
C 1.0652 2.0096 -1.4123 -0.38
H -4.1078 6.3915 -5.0426 0.11
H -4.4579 6.1334 -2.7306 0.09
H -3.3810 4.3062 -1.4178 0.08
H -1.4603 3.0400 -5.0342 0.13
H -2.6832 4.8066 -6.2387 0.10
H -3.3435 0.4720 -3.1231 0.11
H -3.3347 -1.4964 -4.3697 0.10
H -1.2940 -2.2706 -5.5578 0.11
H 0.8528 -1.0331 -5.1174 0.10
H 1.0256 0.7660 -3.4749 0.11
H 0.1090 4.7614 -3.3125 0.11
H 2.5125 5.3712 -2.6194 0.07
H 4.0672 3.8126 -1.5735 0.11
H 3.0855 1.4633 -0.9655 0.05
N -2.6564 4.1454 5.3757 0.16
C -1.5781 4.3853 4.5942 -0.48
O -0.9613 5.4580 4.6656 0.05
C -1.2908 3.4562 3.4193 -0.13
C -1.5191 2.1104 3.5286 -0.01
C -1.0078 1.2306 2.5832 -0.12
N -0.2930 1.7063 1.5649 -0.05
C -0.1047 2.9904 1.4144 -0.11
C -0.5432 3.9638 2.3875 0.05
H -2.7085 4.9221 6.0340 0.12
H -3.3952 3.4444 5.1216 0.14
H -2.0703 1.6509 4.3235 0.11
H -1.1131 0.2047 2.8569 0.10
H 0.5163 3.4597 0.5593 0.14
H -0.5543 4.9595 2.1358 0.10
N 2.1761 -1.2384 -1.1175 0.01
C 2.4142 -2.2294 -1.7061 -0.35
N 2.7053 -3.3950 -2.2313 0.07
C 1.6403 -4.0196 -2.7119 -0.44
N 0.7621 -4.6626 -3.0680 0.11
O -0.5976 -1.8845 -1.0703 -0.20
C -1.8073 -1.5796 -0.8519 -0.64
O -2.0006 -0.5451 -0.1545 -0.13
C -2.9361 -2.4871 -1.3396 -0.15
C -2.6721 -3.6527 -2.0738 -0.03
C -3.7057 -4.4298 -2.5080 -0.07
C -4.9929 -3.9766 -2.2981 -0.07
C -5.3030 -2.7496 -1.6623 -0.05
C -4.2247 -2.0241 -1.2441 -0.06
H -1.6282 -4.0053 -2.0858 0.10
H -3.4473 -5.2841 -3.0902 0.11
H -5.7787 -4.4523 -2.8130 0.08
H -6.3320 -2.3693 -1.6652 0.11
H -4.3289 -1.0567 -0.8767 0.10